19
Properties=species:S:1:pos:R:3 method="wB97M-V/def2-TZVPD" homo_ha=-0.2936 homo_lumo_gap_ev=8.95
C 2.4209 1.9292 -1.3076
C 0.4791 0.0376 1.0399
C -2.1711 -0.6534 1.1241
C -0.4283 -0.2467 -0.9504
C -0.0375 0.8748 -0.0662
C -0.8139 -0.6298 0.5022
C -1.4100 -1.9328 0.9617
H -1.7200 -2.6304 0.1888
H -0.9681 -2.3923 1.8412
H 1.4119 2.0618 -0.9019
H -2.2641 -0.2308 2.1205
H 0.3008 -0.9861 -1.3088
H -3.0169 -0.4701 0.4675
H 2.4979 2.4899 -2.2419
H 2.6112 0.8686 -1.4980
H 0.4935 0.4980 2.0302
H -1.2024 -0.0334 -1.6908
H 1.3051 -0.6719 0.8955
H 3.1465 2.3071 -0.5833

***

19
Properties=species:S:1:pos:R:3 method="wB97M-V/def2-TZVPD" homo_ha=-0.2942 homo_lumo_gap_ev=8.97
C -0.1655 -2.0986 1.5146
C -0.3344 -0.9855 0.5167
C -1.3598 -2.0671 0.6122
C 0.6019 -0.6518 -0.6728
C 0.8880 2.8305 -1.5384
C -0.4773 0.3620 -0.6437
C -0.4980 0.5244 0.8278
H -1.4049 -2.7758 -0.2100
H 0.6407 -1.3030 -1.5488
H 1.7092 2.4172 -0.9452
H 0.3928 0.8460 1.3842
H 1.5990 -0.4431 -0.2618
H 1.2421 3.0595 -2.5459
H -1.4234 0.9036 1.2668
H -2.3225 -1.7965 1.0369
H 0.0735 2.1009 -1.6099
H 0.6224 -2.8191 1.3147
H -0.2952 -1.8408 2.5618
H 0.5113 3.7372 -1.0593

***

Number 1: lowest unoccupied orbital energy 0.964 eV. Number 2: lowest unoccupied orbital energy 0.966 eV.